Record 1
# C3H4N2O

The molecule C3H4N2O (wB97M-V/def2-TZVPD, the OMol25 dataset).

Calculated values
Total charge: 0
Energy above the lowest of the compared OMol25 structures with the same formula, charge and spin in kJ/mol: 277.9
HOMO-LUMO gap in Ha: 0.3625
E_HOMO in eV: -9.14
Molecular weight in u: 84.1
F_max in eV Å⁻¹: 0.50

The geometry in XYZ format:
```
10
Properties=species:S:1:pos:R:3:lowdin_charge:R:1
N 1.8710 0.0051 -0.4845 0.169
C 0.5697 0.0392 -0.1060 -0.487
N -0.2838 0.9721 -0.1442 0.105
C -1.5148 0.2975 0.2373 -0.247
C -1.2014 -1.0928 0.7006 0.013
O 0.0781 -1.2082 0.3549 -0.012
H 2.3371 0.8970 -0.5366 0.111
H 2.4217 -0.7765 -0.1648 0.108
H -2.2160 0.9062 0.8113 0.112
H -2.0616 -0.0396 -0.6681 0.128
```



Record 2
# C4H10N3

An isolated ion of composition C4H10N3 and charge +1 at a distorted geometry (wB97M-V/def2-TZVPD, the OMol25 dataset).

Calculated values
2S+1: 3
Total charge: +1
Energy above the lowest of the compared OMol25 structures with the same formula, charge and spin in kJ/mol: 288.2
HOMO-LUMO gap (alpha / beta) in Ha: 0.2240 / 0.3131
⟨S²⟩: 2.01
E_HOMO (alpha / beta) in eV: -9.52 / -14.86
Molecular weight in u: 100.1
F_max in eV Å⁻¹: 10.54

The geometry in XYZ format:
```
17
Properties=species:S:1:pos:R:3:lowdin_charge:R:1
C 2.7472 -0.8013 -0.2608 0.030
C 1.6024 -0.6643 0.3809 -0.105
C -1.8969 -0.1848 -0.4006 -0.075
C 0.3671 -0.1073 -0.2460 -0.329
N -0.7974 -0.9589 -0.0959 0.016
N -0.0446 1.1727 0.3952 0.032
N -1.4249 1.3211 0.1208 0.079
H 3.6158 -1.2092 0.2241 0.077
H 2.8617 -0.5143 -1.2921 0.078
H 1.5031 -0.9604 1.4169 0.125
H -2.0230 -0.0418 -1.4743 0.133
H -2.8260 -0.4779 0.0801 0.137
H 0.5231 0.0999 -1.3105 0.158
H -0.8254 -1.4491 0.7915 0.142
H 0.1382 1.1319 1.3956 0.139
H -1.5531 1.9903 -0.6504 0.179
H -1.9673 1.6533 0.9254 0.183
```



Please write out number 1 again, unchanged.
# C3H4N2O

The molecule C3H4N2O (wB97M-V/def2-TZVPD, the OMol25 dataset).

Calculated values
Total charge: 0
Energy above the lowest of the compared OMol25 structures with the same formula, charge and spin in kJ/mol: 277.9
HOMO-LUMO gap in Ha: 0.3625
E_HOMO in eV: -9.14
Molecular weight in u: 84.1
F_max in eV Å⁻¹: 0.50

The geometry in XYZ format:
```
10
Properties=species:S:1:pos:R:3:lowdin_charge:R:1
N 1.8710 0.0051 -0.4845 0.169
C 0.5697 0.0392 -0.1060 -0.487
N -0.2838 0.9721 -0.1442 0.105
C -1.5148 0.2975 0.2373 -0.247
C -1.2014 -1.0928 0.7006 0.013
O 0.0781 -1.2082 0.3549 -0.012
H 2.3371 0.8970 -0.5366 0.111
H 2.4217 -0.7765 -0.1648 0.108
H -2.2160 0.9062 0.8113 0.112
H -2.0616 -0.0396 -0.6681 0.128
```



Which of these has the lowest total charge?
C3H4N2O